Entry 1:
17
Properties=species:S:1:pos:R:3:forces:R:3:mulliken_charge:R:1 method="wB97M-V/def2-TZVPD" de_lowest_ev=2.126 homo_energy_ev=-9.0 e_lumo_ev=0.91 smiles="CN(C)C(=O)CN" spin_multiplicity=1
N -0.5517 -0.4742 2.3132 1.4143 0.7919 -1.1417 -0.601
C 0.6741 0.1960 1.6082 -1.3112 -1.7638 0.0925 -0.760
C 0.1032 0.8549 0.3791 -2.9422 0.3507 -0.8346 0.816
N 0.1496 0.1399 -0.8254 0.0195 1.9448 0.6205 0.087
C -0.3864 0.8214 -1.9778 -0.4491 1.3408 -2.2921 -0.957
C 0.2256 -1.2803 -0.9506 1.3767 -0.7624 -2.8333 -0.895
O -0.6152 1.8768 0.4728 2.1811 -1.4476 0.0959 -0.648
H -1.1841 0.2758 2.5738 -0.0360 0.1345 -0.2828 0.252
H -0.2368 -0.8387 3.1948 0.3184 -0.3051 0.3191 0.230
H 1.3983 -0.6156 1.2813 -0.6474 1.1712 0.9500 0.308
H 1.0636 0.9693 2.2526 0.6498 0.0553 0.0038 0.379
H -1.3125 0.3011 -2.3730 0.5913 0.6929 0.7881 0.323
H -0.5952 1.9407 -1.7688 0.2474 -2.1810 -0.1771 0.291
H 0.2845 0.7917 -2.9247 -0.4652 -0.1019 1.7647 0.288
H 1.1504 -1.5921 -1.5265 -0.5367 0.5535 0.3274 0.304
H -0.5791 -1.6135 -1.7211 0.7034 0.0773 2.1802 0.241
H 0.4116 -1.7533 -0.0079 -1.1140 -0.5513 0.4195 0.342

---

Entry 2:
78
Properties=species:S:1:pos:R:3:forces:R:3:mulliken_charge:R:1 method="wB97M-V/def2-TZVPD" charge=+1 homo_energy_ev=-9.3 e_lumo_ev=-5.43 spin_multiplicity=1
F 0.8836 -7.1493 0.9830 -1.0185 0.4710 0.4371 -0.249
C -0.3398 -6.7698 1.4579 0.0094 -1.9667 -0.4144 0.853
F -1.2491 -7.0265 0.4744 0.7616 0.3891 0.8876 -0.239
F -0.6344 -7.6226 2.4982 0.2819 1.0881 -0.9624 -0.236
C -0.3484 -5.3330 1.8881 -0.3075 0.4172 -0.0416 0.475
C -1.4965 -4.5614 1.7183 -0.0218 -0.1887 0.1425 -0.862
C -1.4727 -3.2302 2.0855 0.2456 0.8832 -0.0908 -0.545
C -0.3057 -2.5943 2.6269 -0.1738 -1.5785 -0.2886 1.157
C -0.3614 -1.1811 2.8146 0.0129 0.3863 0.5385 -0.182
C 0.5284 -0.3046 3.5142 0.5494 0.5894 0.0752 0.931
C 0.0384 0.9840 3.9098 -0.1045 -0.3543 -0.5611 -0.261
C 0.8543 1.9257 4.5161 -0.0304 0.0506 0.1548 -0.791
C 2.1918 1.6225 4.8063 -0.4735 -0.5068 -0.0200 -0.316
C 2.6852 0.3482 4.4910 -0.1391 -0.2564 -0.1713 -1.112
C 1.8940 -0.5886 3.8230 -0.1728 0.4341 0.0983 -0.047
C 0.7836 -3.4765 2.9276 -0.2242 0.2952 -0.3398 -0.398
C 0.7790 -4.7971 2.4958 0.1639 0.2778 0.3488 -1.101
H -2.3940 -5.0165 1.3037 0.1974 0.2083 0.0593 0.455
H -2.3729 -2.6243 1.9500 0.3227 -0.1624 -0.1027 0.382
H -1.2785 -0.7114 2.4508 0.2105 -0.1449 0.3236 0.143
H -1.0106 1.2157 3.6984 0.4125 0.0043 0.0587 0.375
H 0.4500 2.9035 4.7917 0.1211 -0.3844 -0.1608 0.410
H 2.8232 2.3546 5.3133 -0.1663 -0.2386 -0.2416 0.449
H 3.7011 0.0779 4.7771 -0.2024 0.1145 -0.2407 0.412
H 2.3404 -1.5206 3.4923 0.0075 0.3803 0.1565 0.289
H 1.6398 -3.1339 3.4922 -0.1157 -0.0989 -0.2089 0.417
H 1.6497 -5.4334 2.6417 -0.1694 0.2123 0.0972 0.439
C 3.4122 4.9884 2.4323 -0.0287 -0.1196 -0.0208 -0.504
C 4.3532 3.9483 2.3609 -0.2668 0.1915 -0.0822 -0.630
C 4.2662 3.0151 1.3345 -0.1808 0.1612 0.2205 -0.520
C 3.2433 3.1041 0.3940 -0.0340 0.2795 0.0192 1.236
C 3.2686 2.0716 -0.7019 -0.7094 -0.2515 -0.6403 -2.058
N 2.0846 2.1196 -1.5665 1.2137 0.5242 0.5412 0.405
C 2.3492 2.4385 -2.9507 0.2816 -0.4002 -0.0599 -0.739
C 1.1008 2.9106 -3.6541 -0.0387 0.6452 0.2132 -0.880
N -0.0343 2.1000 -3.3100 0.0573 0.2909 -0.5512 -0.122
C -1.0352 1.9890 -4.3339 0.0464 -0.5697 -0.4224 -0.880
C -2.4088 1.7886 -3.7430 -0.2851 0.3255 0.2163 -0.744
N -2.3843 0.8447 -2.6497 -1.1545 -0.6131 -0.2316 0.390
C -3.6867 0.2602 -2.3157 0.7009 0.5567 -0.0718 -1.997
C -3.7463 -1.2281 -2.5386 0.0902 -0.2031 -0.1704 1.140
C -4.9050 -1.8614 -2.0951 0.1775 -0.2519 0.0297 -0.593
C -5.0551 -3.2331 -2.2564 0.3053 -0.1171 -0.1953 -0.598
C -4.0370 -3.9729 -2.8827 0.0232 0.1917 0.0670 -0.486
C -2.8796 -3.3337 -3.3472 -0.3031 0.2044 0.1576 -0.710
C -2.7322 -1.9483 -3.1864 -0.4194 -0.1724 0.2519 -0.015
C -1.3473 0.8139 -1.7571 0.5702 0.0242 0.6458 0.351
C -1.3841 0.1393 -0.5147 0.0889 0.3955 -0.4929 -0.660
N -0.3762 0.2121 0.3487 0.0763 -0.2336 0.6089 -0.074
C 0.7351 0.8887 0.0712 -0.1473 0.1068 -0.7648 -0.878
C 0.9223 1.5065 -1.1872 -0.6369 -0.5522 0.3613 0.280
C -0.1526 1.4870 -2.1038 -0.0906 -0.4803 0.8452 0.168
C 2.2986 4.1393 0.4509 0.3783 -0.1093 0.3308 -0.090
C 2.3850 5.0825 1.4851 0.2428 -0.2937 -0.0612 -0.707
H 3.4845 5.7308 3.2305 -0.0254 -0.2394 -0.2572 0.405
H 5.1527 3.8658 3.0944 -0.1536 0.1312 -0.1082 0.440
H 4.9858 2.1968 1.2350 -0.1362 0.2965 0.1746 0.402
H 4.1463 2.2372 -1.3464 -0.2544 -0.0399 0.2336 0.607
H 3.3901 1.0604 -0.2708 -0.0472 0.2838 -0.1120 0.419
H 3.1115 3.2264 -2.9654 -0.1743 -0.1326 -0.1524 0.488
H 2.7635 1.5523 -3.4639 -0.0842 0.2016 -0.0607 0.307
H 0.8923 3.9696 -3.4025 0.1701 -0.2643 -0.0741 0.272
H 1.2390 2.8555 -4.7360 0.1262 0.0208 0.0553 0.513
H -1.0154 2.9060 -4.9271 -0.1304 -0.0498 0.0000 0.509
H -0.7817 1.1518 -5.0159 -0.1742 0.2413 0.1714 0.282
H -2.8158 2.7541 -3.3928 0.1029 -0.0810 -0.1755 0.302
H -3.0905 1.3893 -4.5035 0.1899 0.1939 0.0532 0.498
H -3.9623 0.5012 -1.2729 0.0902 -0.0742 -0.2799 0.452
H -4.4348 0.7554 -2.9547 0.2043 -0.1567 0.2368 0.594
H -5.6728 -1.2468 -1.6147 0.1378 -0.3451 -0.1175 0.391
H -5.9595 -3.7203 -1.8974 0.2031 0.0062 -0.1265 0.407
H -4.1497 -5.0514 -3.0103 0.0287 0.3334 0.0355 0.411
H -2.0885 -3.9060 -3.8367 -0.2980 0.1396 0.1443 0.406
H -1.8405 -1.4340 -3.5558 -0.3243 -0.1749 0.2024 0.307
H -2.2449 -0.4570 -0.2043 0.1717 0.1819 -0.2321 0.443
H 1.4946 0.9358 0.8523 -0.1203 -0.0100 -0.1998 0.481
H 1.5122 4.2099 -0.3057 0.2841 -0.0850 0.2935 0.325
H 1.6510 5.8895 1.5402 0.2794 -0.2283 0.0180 0.405

---

Entry 3:
105
Properties=species:S:1:pos:R:3:forces:R:3:mulliken_charge:R:1 method="wB97M-V/def2-TZVPD" de_lowest_ev=0.000 homo_energy_ev=-8.0 e_lumo_ev=-0.12 smiles=ClC(Cl)(Cl)Cl.Oc1ccc(O)cc1.Oc1ccc(O)cc1.Fc1ccccc1.Fc1ccccc1.Fc1ccccc1.Fc1ccccc1.Fc1ccccc1.Fc1ccccc1 spin_multiplicity=1
F 2.1346 -3.3510 -0.0114 0.7405 0.7269 -0.2137 -0.331
C 3.1115 -2.3848 -0.0601 -0.6474 0.7477 2.5943 0.284
C 3.8625 -2.1640 -1.1476 0.7172 -1.0021 -1.0035 -0.356
C 4.8660 -1.2079 -1.0993 0.1258 0.2186 0.1547 -0.529
C 5.1073 -0.4359 0.0518 0.0466 -1.0601 -2.1853 -0.710
C 4.3506 -0.6861 1.1751 0.2557 0.8233 -0.4852 -0.257
C 3.3329 -1.6149 1.1021 -1.0568 -1.0439 -0.0690 0.205
H 3.7600 -2.8632 -1.9643 0.0241 0.3100 -0.3207 0.375
H 5.4448 -1.1591 -2.0098 0.3282 0.5121 0.0938 0.368
H 5.8673 0.3296 -0.0007 0.0652 -0.0047 0.2904 0.416
H 4.6360 -0.0037 1.9620 -0.7987 -0.4397 0.8405 0.414
H 2.6183 -1.8281 1.8833 0.2763 0.2224 0.4283 0.186
F 2.4647 -1.9565 -3.6312 -0.0533 -0.1476 0.0999 -0.056
C 2.1203 -1.6983 -4.8930 0.2385 1.2298 -1.5509 -0.085
C 3.0506 -1.1853 -5.7809 0.6145 0.5939 -1.1796 -0.208
C 2.7210 -0.7624 -7.1172 -1.1044 -1.6008 1.4267 -0.611
C 1.4176 -1.0332 -7.5609 0.6917 -1.1362 1.2502 -0.493
C 0.5289 -1.6738 -6.6500 -0.1018 1.7726 -1.8300 -0.581
C 0.8189 -1.8346 -5.3271 -0.1558 -0.8089 1.0325 0.205
H 4.0837 -1.1193 -5.4733 0.0860 0.1478 0.1867 0.390
H 3.4764 -0.4233 -7.8106 0.1047 0.2233 0.2238 0.362
H 1.1438 -0.9297 -8.6005 -0.1051 0.2547 0.0275 0.397
H -0.4630 -1.8579 -7.0355 -0.2095 -0.1765 0.2500 0.363
H 0.0692 -2.1163 -4.6026 -0.1365 -0.3012 -0.0935 0.302
F -2.5781 4.9803 -6.2564 0.2938 0.1209 0.4435 -0.321
C -2.8603 3.7042 -5.8961 -1.9596 1.1228 -2.1027 0.565
C -1.9795 2.9887 -5.1789 2.0110 -1.9228 1.2198 -0.641
C -2.2241 1.6492 -4.8863 -2.9007 -1.4083 -1.2235 0.162
C -3.4079 1.0239 -5.4000 0.4434 2.2509 -0.4672 -0.670
C -4.3134 1.8058 -6.1867 0.9003 1.3343 1.3270 -0.427
C -4.0639 3.2093 -6.4150 0.3448 -2.8393 1.3771 -0.574
H -0.9929 3.3155 -4.8851 -0.1495 0.8156 0.0048 0.385
H -1.6869 0.9308 -4.2849 0.8626 0.7360 0.1597 0.251
H -3.5713 -0.0053 -5.1165 -0.3217 -0.0489 -0.1840 0.554
H -5.3080 1.4577 -6.4237 0.0941 -0.3799 -0.3157 0.337
H -4.8584 3.8100 -6.8326 0.3902 0.2375 -0.2569 0.407
F 0.2018 0.0850 4.9995 0.0181 0.4728 0.6199 0.169
C -0.3287 0.3427 6.2349 -0.3024 -0.1723 0.7652 0.322
C -0.1161 1.5577 6.9171 0.1366 -0.6209 -1.1395 -0.382
C -0.7495 1.7699 8.1220 -0.0376 -0.8670 0.4749 -0.490
C -1.5165 0.7492 8.6929 0.8546 0.3828 -0.0380 -0.694
C -1.7281 -0.4262 7.9914 -0.3108 -0.3469 0.5850 -0.364
C -1.1107 -0.6839 6.7879 0.3781 1.4877 -1.2129 -0.637
H 0.5577 2.3276 6.5710 -0.0294 -0.0790 -0.5449 0.548
H -0.5603 2.6972 8.6423 -0.0302 -0.0069 0.1407 0.422
H -1.7345 0.7912 9.7498 -0.7432 0.2478 -0.0761 0.344
H -2.4037 -1.1510 8.4212 0.1453 -0.2841 0.0697 0.382
H -1.2697 -1.5535 6.1675 -0.0886 -0.2414 0.2426 0.409
F -2.5411 -2.8364 -4.4030 -0.9086 -0.3388 -0.7378 -0.247
C -3.3552 -3.6046 -5.1929 -1.4656 -2.3593 -0.9323 0.250
C -3.6867 -4.9577 -4.7474 3.0330 4.4112 0.9545 -0.532
C -4.2674 -5.7801 -5.6084 -2.8065 -1.2169 -1.2931 -0.382
C -4.8076 -5.3373 -6.8234 1.5327 0.2305 -0.5716 -0.489
C -4.4625 -4.0609 -7.3174 -1.1057 -2.2528 0.6797 -0.452
C -3.8330 -3.1867 -6.4662 1.5481 0.9248 1.8310 -0.171
H -3.3072 -5.2588 -3.7822 -0.0324 -0.1351 0.0705 0.367
H -4.5278 -6.7776 -5.2866 0.1570 -0.1993 0.0009 0.324
H -5.3052 -6.0942 -7.4116 -0.1208 0.2537 -0.3361 0.342
H -4.6750 -3.8323 -8.3513 -0.2612 0.4283 0.1260 0.373
H -3.6930 -2.1686 -6.7984 0.4310 0.1354 0.0618 0.414
F -2.7094 5.6116 5.9457 -0.1245 0.0532 -0.1535 -0.322
C -2.1640 4.9324 4.9242 0.7263 -2.0705 -0.5855 0.133
C -1.2149 5.4981 4.1185 0.7127 -0.0454 -1.5065 -0.393
C -0.6272 4.7325 3.0508 -1.2534 -1.3912 1.0653 -0.550
C -0.9040 3.3486 2.9525 -1.1783 0.9951 0.7296 0.034
C -1.8840 2.7438 3.8113 1.5392 1.8888 -0.9905 -0.617
C -2.4915 3.5627 4.7525 -0.4591 0.1532 0.4763 -0.320
H -0.9541 6.5371 4.2561 0.0049 0.1188 -0.0630 0.433
H -0.0542 5.1472 2.2346 0.3474 0.4317 0.4167 0.457
H -0.4839 2.7760 2.1388 0.1422 -0.0314 0.0541 0.320
H -2.1016 1.7043 3.6150 -0.3362 -0.0352 0.4741 0.482
H -3.2643 3.1729 5.3984 -0.0606 -0.1380 0.1385 0.406
C -1.1460 -1.6580 -0.6556 -0.0061 0.0856 3.1533 -0.894
C -0.5951 -1.3968 0.6525 -1.0545 -1.2865 -1.6863 -0.162
C 0.0250 -0.2420 0.9054 0.2261 1.9016 -2.4941 -0.015
C 0.1085 0.7312 -0.0881 -0.2016 0.2350 -1.0385 -0.527
C -0.4740 0.5370 -1.3470 0.6537 0.0818 1.3133 -0.877
C -1.1441 -0.6569 -1.5901 0.1406 -0.4367 -0.2042 0.745
O -1.8823 -0.7803 -2.7293 -0.1659 0.5318 -0.7920 -0.373
O 0.5255 0.0322 2.1079 0.1942 0.0612 1.4694 0.279
H -1.7693 -2.5388 -0.7022 0.0556 -0.1031 -0.6132 0.476
H -0.6873 -1.9771 1.5586 -0.3573 -1.1750 -0.4214 0.607
H 0.5957 1.6690 0.1346 0.0484 0.1227 -0.1337 0.460
H -0.4007 1.3176 -2.0897 -0.1732 -0.0452 -0.0928 0.516
H -1.7350 -1.5913 -3.2215 0.0428 -0.1804 0.3490 0.159
H 0.0503 -0.5992 2.6529 0.3806 0.1596 1.1199 -0.203
C 3.9617 3.7059 4.6962 -1.4326 0.6579 -0.4705 -0.684
C 3.3362 3.5535 3.4535 0.2966 1.2878 1.3928 -0.315
C 2.8159 2.3513 3.0859 -0.1249 -2.3455 -0.6088 0.171
C 2.9916 1.2247 3.9522 0.0307 1.0875 0.3469 -0.259
C 3.6849 1.3957 5.1671 -1.9700 -1.2075 -1.7902 -0.809
C 4.0536 2.6374 5.5392 2.3188 0.6726 0.8760 0.875
O 4.7519 2.7734 6.7228 -0.5411 0.2095 0.1235 -0.591
O 2.2283 2.2765 1.8294 0.3634 0.4464 0.6934 -0.597
H 4.0654 4.7033 5.0973 0.6637 0.0721 -0.1061 0.320
H 3.1268 4.4768 2.9338 0.0154 -0.2322 -0.5617 0.367
H 2.4965 0.2722 3.8335 0.1131 -0.0138 -0.6733 0.721
H 3.7732 0.5658 5.8526 0.0833 -0.2087 0.0125 0.210
H 4.5704 1.9438 7.1706 0.3196 0.0416 0.5411 0.277
H 1.6967 1.4825 1.7364 0.1081 -0.3369 0.4795 0.193
C 1.2963 -4.7384 4.2895 -0.8319 0.9529 0.1805 0.242
Cl -0.0393 -5.2022 5.4417 0.7565 0.3955 -0.7664 -0.121
Cl 2.8333 -5.1027 5.0286 0.0023 0.0533 -0.0617 -0.092
Cl 1.0919 -5.5070 2.7476 -0.0109 -0.6678 -0.1508 -0.068
Cl 1.1877 -2.9471 3.8904 0.0502 -0.6809 0.8693 0.003